(1)
Formula: C5H13N
Source: the Open Molecules 2025 dataset
Level of theory: the ωB97M-V functional and the def2-TZVPD basis

## Properties
energy above the lowest of the compared OMol25 structures with the same formula, charge and spin	1.9261	eV
SMILES string	C=NC.CCC
HOMO-LUMO gap	11.4	eV

Cartesian coordinates (Å):
C 1.330 1.860 -0.257
N 1.280 1.378 -1.451
C 1.787 -0.016 -1.349
H 0.933 2.873 -0.028
H 1.854 1.371 0.627
H 0.909 -0.703 -1.433
H 2.327 -0.181 -0.416
H 2.498 -0.282 -2.141
C -0.488 -1.403 1.743
C -1.802 -0.760 1.226
C -1.956 -0.621 -0.303
H -0.371 -2.458 1.551
H -0.468 -1.292 2.827
H 0.442 -0.894 1.372
H -1.850 0.270 1.670
H -2.655 -1.316 1.629
H -3.019 -0.406 -0.632
H -1.459 0.327 -0.424
H -1.327 -1.313 -0.809

(2)
Formula: C5H13N
Source: the Open Molecules 2025 dataset
Level of theory: the ωB97M-V functional and the def2-TZVPD basis

## Properties
energy above the lowest of the compared OMol25 structures with the same formula, charge and spin	0.5889	eV
SMILES string	CCCCNC
HOMO-LUMO gap	9.9	eV

Cartesian coordinates (Å):
C 0.916 1.952 1.341
C -0.510 1.422 1.324
C -0.616 -0.055 0.963
C 0.086 -0.461 -0.321
N -0.562 -1.582 -0.959
C 0.101 -2.011 -2.183
H 1.312 1.985 0.326
H 1.606 1.263 1.839
H 0.991 2.959 1.742
H -0.905 1.519 2.334
H -1.131 2.019 0.657
H -0.180 -0.630 1.798
H -1.664 -0.348 1.001
H 0.110 0.429 -0.983
H 1.147 -0.657 -0.161
H -1.525 -1.367 -1.175
H -0.462 -2.828 -2.624
H 0.180 -1.220 -2.945
H 1.105 -2.388 -1.971